Entry A
{"formula": "C35H33F5N8STi", "method": "ωB97M-V/def2-TZVPD", "homo_lumo_gap_ev": [4.1, 5.6], "e_lumo_ev": [4.32, 4.32], "spin_multiplicity": 3, "total_charge": -2, "species": ["Ti", "C", "C", "C", "C", "N", "C", "N", "C", "N", "C", "N", "C", "C", "C", "C", "C", "N", "C", "C", "C", "C", "C", "C", "H", "H", "H", "H", "H", "H", "H", "H", "H", "H", "H", "H", "N", "C", "C", "C", "N", "H", "H", "H", "H", "H", "H", "H", "H", "H", "H", "N", "C", "C", "C", "C", "C", "C", "H", "H", "H", "H", "H", "C", "S", "C", "H", "H", "H", "H", "H", "H", "F", "C", "C", "C", "F", "C", "F", "C", "F", "C", "F"], "coordinates": [[0.5179, 0.2668, 0.2639], [4.2746, 1.5963, 2.0019], [4.0324, 2.9601, 2.2309], [2.7382, 3.3984, 2.2079], [1.6682, 2.5047, 1.9316], [1.9243, 1.1826, 1.6459], [3.2064, 0.7800, 1.7319], [0.4420, 3.0370, 1.9574], [-0.6833, 2.3569, 1.7428], [-0.8526, 1.0025, 1.5416], [-2.2073, 0.7510, 1.4691], [-2.8851, -0.3887, 1.4416], [-2.4302, -1.6208, 1.6638], [-3.4121, -2.6607, 1.5806], [-3.0895, -3.9576, 1.8610], [-1.7770, -4.2441, 2.2705], [-0.8942, -3.1849, 2.3500], [-1.1527, -1.9177, 2.0392], [-2.9293, 1.9923, 1.5777], [-4.2921, 2.2813, 1.5648], [-4.6833, 3.5933, 1.7519], [-3.7291, 4.6100, 1.9430], [-2.3758, 4.3273, 1.9526], [-1.9708, 3.0069, 1.7758], [5.2774, 1.1905, 2.0376], [4.8479, 3.6459, 2.4302], [2.4808, 4.4303, 2.4017], [3.3622, -0.2764, 1.5847], [-4.4172, -2.3691, 1.3066], [-3.8298, -4.7487, 1.7955], [-1.4655, -5.2502, 2.5216], [0.1064, -3.3854, 2.7226], [-5.0088, 1.4845, 1.4080], [-5.7378, 3.8489, 1.7528], [-4.0694, 5.6313, 2.0792], [-1.6419, 5.1124, 2.0916], [1.9178, -2.2884, 2.8681], [2.6174, -3.4594, 2.3887], [3.0559, -3.3575, 0.9221], [1.8917, -3.3032, -0.0735], [1.3277, -1.9569, -0.2684], [1.6142, -2.4027, 3.8257], [1.0957, -2.0878, 2.3092], [2.0305, -4.3903, 2.4933], [3.5156, -3.5925, 3.0041], [3.6686, -4.2411, 0.7168], [3.6731, -2.4688, 0.7654], [1.1027, -3.9735, 0.2701], [2.2420, -3.6914, -1.0395], [0.4178, -2.0268, -0.7192], [1.9338, -1.4471, -0.9051], [-0.4658, -0.0062, -1.1949], [-0.5389, 0.4650, -2.4493], [0.3461, 0.0148, -3.4729], [0.3017, 0.5209, -4.7563], [-0.6322, 1.4892, -5.1152], [-1.5224, 1.9400, -4.1431], [-1.4930, 1.4401, -2.8558], [1.0854, -0.7325, -3.2048], [1.0119, 0.1643, -5.4977], [-0.6559, 1.8954, -6.1204], [-2.2477, 2.7066, -4.4014], [-2.1781, 1.8178, -2.1045], [-3.1642, -1.3686, -1.8064], [-1.7434, -2.4769, -1.9163], [-2.7243, -3.9846, -2.2492], [-3.9699, -1.8830, -1.2844], [-3.4729, -1.0664, -2.8075], [-2.8391, -0.5076, -1.2329], [-3.3473, -3.8318, -3.1321], [-3.3431, -4.2070, -1.3797], [-2.0308, -4.8057, -2.4286], [3.8228, -0.2411, -1.1199], [3.2667, 0.9888, -1.3676], [1.9544, 1.2126, -0.9827], [1.5189, 2.4952, -1.3075], [0.2702, 2.8453, -0.9338], [2.2638, 3.4510, -1.9647], [1.7769, 4.6688, -2.2577], [3.5659, 3.1468, -2.3301], [4.3287, 4.0571, -2.9617], [4.0701, 1.8991, -2.0234], [5.3370, 1.5931, -2.3849]]}


Entry B
{"formula": "C35H33F5N8STi", "method": "ωB97M-V/def2-TZVPD", "homo_lumo_gap_ev": [4.3, 5.8], "e_lumo_ev": [4.46, 4.46], "spin_multiplicity": 3, "total_charge": -2, "species": ["Ti", "C", "C", "C", "C", "N", "C", "N", "C", "N", "C", "N", "C", "C", "C", "C", "C", "N", "C", "C", "C", "C", "C", "C", "H", "H", "H", "H", "H", "H", "H", "H", "H", "H", "H", "H", "N", "C", "C", "C", "N", "H", "H", "H", "H", "H", "H", "H", "H", "H", "H", "N", "C", "C", "C", "C", "C", "C", "H", "H", "H", "H", "H", "C", "S", "C", "H", "H", "H", "H", "H", "H", "F", "C", "C", "C", "F", "C", "F", "C", "F", "C", "F"], "coordinates": [[-0.3534, -0.3006, -0.3674], [4.4369, 1.8120, 1.7663], [4.0803, 3.0942, 2.2024], [2.8003, 3.5376, 1.9981], [1.8334, 2.6794, 1.3979], [2.2045, 1.4573, 0.9673], [3.4588, 1.0592, 1.1428], [0.5856, 3.1684, 1.2692], [-0.5451, 2.4627, 1.1443], [-0.7845, 1.0963, 1.1553], [-2.1135, 0.9085, 1.4665], [-2.6726, -0.2099, 1.9352], [-2.1866, -1.4353, 1.7320], [-2.6275, -2.4730, 2.5997], [-2.3266, -3.7796, 2.3272], [-1.6028, -4.0741, 1.1653], [-1.1507, -3.0286, 0.3947], [-1.3682, -1.7331, 0.6775], [-2.7939, 2.1756, 1.5062], [-4.1247, 2.5478, 1.6935], [-4.4538, 3.8876, 1.6419], [-3.4630, 4.8698, 1.4379], [-2.1381, 4.5131, 1.2776], [-1.8002, 3.1613, 1.2886], [5.4410, 1.4278, 1.8919], [4.8144, 3.7237, 2.6958], [2.4727, 4.5216, 2.3074], [3.6892, 0.0754, 0.7430], [-3.2179, -2.1876, 3.4596], [-2.6564, -4.5753, 2.9861], [-1.4004, -5.0944, 0.8686], [-0.5754, -3.2183, -0.5016], [-4.8792, 1.7913, 1.8766], [-5.4861, 4.2002, 1.7581], [-3.7518, 5.9150, 1.4089], [-1.3679, 5.2652, 1.1480], [-2.1858, 2.1976, -1.8110], [-1.5178, 3.4156, -2.2523], [-0.2054, 3.1526, -3.0142], [0.9357, 2.5914, -2.1482], [0.7233, 1.2138, -1.7367], [-2.5964, 1.7014, -2.5919], [-2.9209, 2.4048, -1.1426], [-1.2818, 3.9973, -1.3594], [-2.1694, 4.0356, -2.8923], [0.1256, 4.1045, -3.4425], [-0.3945, 2.4554, -3.8397], [1.0256, 3.2157, -1.2565], [1.8766, 2.6856, -2.7139], [1.3525, 0.9778, -0.9561], [0.9161, 0.5746, -2.4983], [1.1134, -1.2745, -0.4468], [2.0495, -2.0657, -0.9638], [3.0433, -1.5962, -1.8850], [3.9806, -2.4346, -2.4506], [4.0387, -3.7899, -2.1279], [3.1188, -4.2762, -1.2023], [2.1696, -3.4546, -0.6275], [3.0329, -0.5470, -2.1601], [4.6867, -2.0276, -3.1700], [4.7755, -4.4393, -2.5866], [3.1468, -5.3269, -0.9246], [1.4733, -3.8571, 0.0997], [1.1723, -1.7553, 4.4511], [1.2855, -1.7735, 2.6321], [3.0308, -2.2492, 2.5488], [1.8703, -1.0250, 4.8626], [1.3887, -2.7477, 4.8519], [0.1507, -1.4707, 4.6974], [3.1904, -3.1660, 3.1200], [3.6593, -1.4441, 2.9325], [3.2518, -2.4285, 1.5002], [0.4572, -1.5468, -3.4318], [-0.8455, -1.7472, -3.1195], [-1.3908, -1.0256, -2.0560], [-2.7632, -1.2496, -1.9414], [-3.4313, -0.5719, -0.9734], [-3.5157, -2.0885, -2.7332], [-4.8449, -2.2343, -2.5611], [-2.8938, -2.8031, -3.7438], [-3.5976, -3.6342, -4.5301], [-1.5351, -2.6206, -3.9351], [-0.9282, -3.2938, -4.9328]]}


In order of decreasing stability: entry B, entry A.